13
Properties=species:S:1:pos:R:3:forces:R:3 method="wB97M-V/def2-TZVPD" homo_energy_ev=-9.502 smiles="[H]/N=C(/CO)NN" charge=0 orbital_gap_ev=10.2 energy_ha=-319.87420 de_lowest_kj_mol=198.4
H -0.516504 2.420866 -0.017566 -0.19 -0.29 0.09
N -1.045600 1.543948 0.035619 0.44 0.17 -0.10
C -0.304386 0.506911 -0.019893 0.03 0.09 -0.09
C -0.991636 -0.836771 -0.021719 0.53 -0.34 -0.01
O -2.371964 -0.703525 -0.029948 -0.39 -0.05 0.10
N 1.071578 0.494739 -0.145839 -0.37 0.52 0.00
N 1.766995 -0.694993 0.029403 0.40 -0.31 0.29
H -0.643783 -1.412423 0.852327 -0.13 0.10 -0.20
H -0.662890 -1.384002 -0.914438 0.07 -0.01 0.12
H -2.543080 0.250055 -0.010868 -0.07 0.19 0.02
H 1.547344 1.369325 0.040733 -0.04 -0.13 -0.04
H 2.259906 -0.714329 0.921378 -0.17 -0.01 -0.22
H 2.434024 -0.839799 -0.719184 -0.11 0.08 0.02

=====

13
Properties=species:S:1:pos:R:3:forces:R:3 method="wB97M-V/def2-TZVPD" homo_energy_ev=-8.149 charge=0 orbital_gap_ev=9.0 energy_ha=-319.71889 de_lowest_kj_mol=606.2
C -1.846679 -0.400291 -0.250493 -1.78 -1.31 0.42
N -0.513023 0.081005 -0.372299 3.32 -0.33 1.62
O -0.447943 1.323823 0.263741 0.16 2.25 -2.38
C 0.573608 -0.689155 0.193803 0.60 -5.80 3.34
N 1.908628 -0.592880 0.290023 -5.82 -2.18 0.17
N 2.249334 0.371869 -0.475332 6.96 4.20 -1.40
H -1.754356 -1.552565 -0.552404 -0.96 2.64 0.56
H -2.528645 -0.178759 0.794094 2.48 -0.93 -2.33
H -2.286681 0.299179 -0.985167 -0.89 -1.20 0.10
H -0.427208 1.202242 1.187427 -0.04 -0.65 2.11
H 0.284046 -1.744309 0.664097 -0.03 2.46 -0.89
H 3.227151 0.832646 -0.238114 -2.67 -1.40 -0.61
H 1.561771 1.047200 -0.519372 -1.33 2.25 -0.71

=====

14
Properties=species:S:1:pos:R:3:forces:R:3 method="wB97M-V/def2-TZVPD" homo_energy_ev=-8.936 charge=0 orbital_gap_ev=9.5 energy_ha=-395.02265 de_lowest_kj_mol=478.8
C -0.269419 0.062450 -0.626031 0.15 1.70 -1.62
C -0.848205 0.717390 -1.870284 2.21 -1.76 -2.81
N 0.099959 -1.363096 1.878496 1.91 -5.59 -3.91
N 1.306193 0.478626 2.078321 -2.02 1.83 2.35
N 0.110098 -0.114661 2.006089 0.17 3.14 0.53
O 0.543389 -0.837367 -0.716254 0.90 -1.50 -0.13
O -0.604698 0.647400 0.436987 -0.88 0.56 1.02
H -0.129972 0.700510 -2.808073 -1.15 -0.52 2.00
H -1.756162 0.273695 -2.189047 -0.87 -1.00 -0.26
H -1.102536 1.706064 -1.825138 -0.43 2.73 1.05
H -0.740907 -1.788324 1.356282 1.23 1.37 1.75
H 0.963971 -1.752970 1.274884 -2.20 0.98 1.58
H 2.086894 0.427140 1.466941 0.26 -0.99 -1.15
H 1.081231 1.448630 2.364960 0.70 -0.96 -0.40

=====

14
Properties=species:S:1:pos:R:3:forces:R:3 method="wB97M-V/def2-TZVPD" homo_energy_ev=-9.033 charge=0 orbital_gap_ev=10.0 energy_ha=-394.95132 de_lowest_kj_mol=666.0
O -0.496436 -3.020883 -0.540757 0.24 -0.73 -1.28
N -0.135719 -2.419275 0.468579 -1.25 1.06 2.68
N -0.895640 -1.733434 1.225914 -1.51 -0.95 -1.38
O -2.186414 -1.693494 0.688842 0.79 -2.09 -1.36
H 0.806305 -2.395485 0.869972 0.23 -0.33 -0.64
H -2.263900 -2.431026 -0.108888 0.99 2.29 2.54
C 0.009231 0.080405 -1.383691 -0.58 -0.88 -1.31
N 0.364780 0.042207 -0.190505 0.89 0.43 0.08
C 0.480166 1.265255 0.578184 2.73 -1.26 -0.46
H -0.051180 -0.981944 -1.890904 -0.05 2.55 0.34
H -0.264420 1.096631 -1.822900 0.12 -1.45 -0.21
H -0.010304 0.987312 1.500794 -0.48 1.14 0.32
H 1.595292 1.296265 0.798761 -1.18 0.12 0.19
H 0.329322 2.175512 -0.011295 -0.94 0.09 0.48

=====

13
Properties=species:S:1:pos:R:3:forces:R:3 method="wB97M-V/def2-TZVPD" homo_energy_ev=-7.948 smiles="CN/N=C/NS" charge=0 orbital_gap_ev=8.8 energy_ha=-642.79315 de_lowest_kj_mol=156.2
C 2.466428 0.171676 0.454885 0.13 1.24 -0.17
N 1.379859 -0.373890 -0.295081 -0.71 -0.43 -0.71
N 0.222733 0.397958 -0.180031 -0.62 -0.46 0.06
C -0.899291 -0.205698 -0.302210 1.46 1.14 0.08
N -2.073576 0.526151 -0.373946 -0.32 0.24 0.03
S -3.476724 -0.087708 0.363290 -0.17 -0.08 -0.47
H 2.258341 0.194367 1.518611 0.08 0.22 0.42
H 2.633762 1.194543 0.065798 -0.06 -0.40 0.48
H 3.383160 -0.365828 0.285157 0.23 -0.48 -0.17
H 1.201428 -1.347684 -0.076857 0.02 -0.09 0.05
H -0.975315 -1.261625 -0.437042 -0.26 -0.82 -0.03
H -1.920413 1.523869 -0.258089 -0.10 -0.25 -0.01
H -4.200386 -0.366136 -0.764481 0.34 0.16 0.44

=====

13
Properties=species:S:1:pos:R:3:forces:R:3 method="wB97M-V/def2-TZVPD" homo_energy_ev=-8.707 smiles="CNNC(N)=S" charge=0 orbital_gap_ev=9.2 energy_ha=-642.74663 de_lowest_kj_mol=278.4
C 1.094398 0.028912 1.616877 -0.86 1.08 1.59
N 1.083278 0.732021 0.266490 3.85 -0.53 1.41
N -0.112755 0.772963 -0.270072 -4.07 1.71 -3.69
C -0.647044 -0.466639 -0.765625 0.38 3.47 -1.71
N -1.830288 -0.191257 -1.493188 1.05 -3.76 -0.80
S 0.388367 -1.710535 -0.784484 -0.82 -1.78 -0.65
H 2.065891 0.428243 2.172037 -2.11 -1.43 -1.08
H 0.932374 -1.085903 1.478740 0.99 1.35 0.56
H 0.072231 0.317688 2.379490 3.06 -0.24 -2.69
H 1.746094 0.302761 -0.507170 -1.03 0.39 2.62
H -0.170297 1.623970 -1.035239 -0.36 -2.90 2.56
H -2.111972 -1.083963 -2.095480 0.24 2.82 2.13
H -2.510276 0.331740 -0.962375 -0.33 -0.21 -0.26

=====

13
Properties=species:S:1:pos:R:3:forces:R:3 method="wB97M-V/def2-TZVPD" homo_energy_ev=-14.622 smiles="NC1=N[NH2+]NC1" charge=+1 orbital_gap_ev=11.2 energy_ha=-299.11794 de_lowest_kj_mol=273.3
N -0.601234 -1.903801 -0.664172 -0.18 -0.50 -0.05
C -0.330135 -0.749920 -0.080352 0.66 1.15 -0.39
N -0.615074 -0.468027 1.136529 0.33 1.89 1.13
N -0.071954 1.126343 1.250473 -1.22 -2.88 -0.06
N 0.775899 1.318046 0.168309 0.69 0.54 -0.50
C 0.342434 0.391710 -0.862138 -0.45 -0.11 0.03
H -0.335443 -2.096862 -1.615754 0.00 0.08 0.10
H -1.075369 -2.629189 -0.148157 0.00 0.01 -0.06
H -0.942759 1.669789 1.191581 0.35 -0.01 -0.10
H 0.342667 1.239495 2.184369 0.06 -0.06 -0.42
H 1.751768 1.174767 0.417289 -0.30 -0.05 0.31
H 1.171931 0.058072 -1.483494 0.02 0.10 0.07
H -0.412731 0.869576 -1.494483 0.05 -0.16 -0.05

=====

13
Properties=species:S:1:pos:R:3:forces:R:3 method="wB97M-V/def2-TZVPD" homo_energy_ev=-15.058 smiles="N[N@H+]1CCN=N1" charge=+1 orbital_gap_ev=11.0 energy_ha=-299.07065 de_lowest_kj_mol=397.5
N -1.780505 -1.174325 0.309767 -0.19 0.24 0.53
N -0.587926 -0.764285 -0.304719 0.52 0.92 -0.66
C 0.129026 0.518282 -0.046532 -0.09 0.46 0.16
C 1.636640 0.159374 0.165955 -0.24 1.78 -0.13
N 1.654511 -1.225763 0.172105 0.76 -1.87 0.36
N 0.708147 -1.869751 0.000362 -0.61 -1.55 -0.07
H -1.768030 -1.019371 1.318225 0.33 -0.08 -0.23
H -2.581881 -0.667189 -0.066128 0.25 -0.08 -0.14
H -0.716588 -0.922747 -1.310865 0.03 0.06 0.34
H -0.262200 0.998755 0.850141 -0.18 -0.13 -0.16
H 0.043617 1.187476 -0.900319 -0.20 -0.05 0.08
H 2.314588 0.477002 -0.632391 -0.22 0.17 0.06
H 2.068046 0.498311 1.112353 -0.17 0.13 -0.14

=====

13
Properties=species:S:1:pos:R:3:forces:R:3 method="wB97M-V/def2-TZVPD" homo_energy_ev=-14.529 charge=+1 orbital_gap_ev=9.6 energy_ha=-298.99950 de_lowest_kj_mol=584.3
C 1.552626 -0.802781 -1.869316 -1.76 -0.75 3.19
C -0.814906 1.614910 1.709541 -1.68 0.10 3.36
N -0.718585 -0.726559 0.836364 -0.52 5.37 1.18
N -0.635208 -1.873598 0.698491 -0.25 -1.72 0.15
N 0.451852 -0.214690 -1.615110 0.15 -0.09 0.23
N -0.950916 0.390954 1.036737 -0.62 -4.88 -0.93
H 1.978673 -0.825115 -2.794652 1.48 0.10 -2.50
H 2.005835 -1.457322 -1.049692 -0.39 1.03 -1.11
H -1.823398 1.904947 2.231792 1.70 -0.92 -1.00
H -0.721015 2.276111 0.931104 0.83 2.14 -1.49
H -0.033577 1.571888 2.480724 0.01 0.24 -0.58
H -0.323204 -2.185482 -0.210013 0.44 -0.20 -0.62
H 0.031821 0.326737 -2.385971 0.61 -0.43 0.11

=====

13
Properties=species:S:1:pos:R:3:forces:R:3 method="wB97M-V/def2-TZVPD" homo_energy_ev=-15.374 charge=+1 orbital_gap_ev=9.1 energy_ha=-299.06501 de_lowest_kj_mol=412.3
C 0.314200 -1.289487 -0.073319 0.12 -0.56 0.27
C 0.661288 -0.038540 -0.798609 -0.74 -0.45 0.70
N 4.231208 -0.030738 0.604842 -1.28 0.26 -0.91
N 3.301963 0.108196 0.034749 1.31 -0.44 1.23
N 1.691143 0.484840 -1.230881 0.72 0.53 -1.33
N -0.339311 1.294645 0.301327 -0.31 0.08 0.19
H 0.907672 -1.344422 0.836516 0.03 0.02 0.07
H 0.578175 -2.135936 -0.705701 0.05 0.01 -0.06
H -0.740312 -1.355156 0.172546 -0.03 0.14 -0.06
H 0.038825 0.197840 -1.697178 0.28 0.21 -0.33
H -0.062981 2.225871 -0.000034 -0.03 -0.03 0.02
H -0.095798 1.189159 1.281365 -0.07 0.07 0.07
H -1.346821 1.200463 0.206524 -0.04 0.16 0.15

=====

14
Properties=species:S:1:pos:R:3:forces:R:3 method="wB97M-V/def2-TZVPD" homo_energy_ev=-12.535 charge=+1 orbital_gap_ev=8.7 energy_ha=-374.20875 de_lowest_kj_mol=632.4
C 0.013227 0.645657 -0.040979 -0.58 4.47 0.39
C -0.873118 -0.103327 0.651796 4.18 -0.80 -3.00
N 1.051991 -0.062729 -0.700995 -0.19 -0.55 -0.94
N -0.483903 -1.484625 0.331524 0.62 1.48 -1.30
N 0.180212 2.475846 -0.548902 -2.29 -4.38 3.01
N 0.830646 -1.478382 -0.307627 -1.95 -0.58 0.31
O -1.897076 0.033982 1.406268 -2.40 1.66 0.69
H 0.846067 0.062941 -1.699441 0.34 -0.66 -0.06
H -0.727202 -2.341170 0.733839 -0.49 -1.10 1.14
H -0.083446 2.846212 0.434734 1.38 -0.34 -2.16
H 1.173457 2.473336 -0.768542 0.21 0.29 0.83
H 0.783100 -2.247095 -1.051223 0.50 1.67 0.68
H 1.551947 -1.706723 0.381927 0.22 0.07 -0.11
H -2.365904 0.886077 1.177621 0.47 -1.22 0.51

=====

14
Properties=species:S:1:pos:R:3:forces:R:3 method="wB97M-V/def2-TZVPD" homo_energy_ev=-14.716 smiles="NC(N)=[NH+]NC=O" charge=+1 orbital_gap_ev=11.4 energy_ha=-374.41157 de_lowest_kj_mol=99.9
N -1.300934 1.369887 1.114965 2.85 -2.54 -0.49
C -0.380390 0.522000 0.583680 -1.04 2.58 -0.54
N 0.486382 -0.019787 1.391172 1.58 -1.38 -0.53
N -0.202795 0.464786 -0.743320 -2.16 1.30 -2.33
N 0.759988 -0.336871 -1.240149 0.42 -1.23 0.52
C 0.548663 -1.727194 -1.260479 -1.44 1.77 -1.58
O -0.546444 -2.153496 -1.047411 0.33 -0.72 0.69
H -1.584099 1.288794 2.041734 -0.45 -0.17 1.67
H -1.851004 1.852671 0.518933 -2.26 1.77 -2.10
H 0.499722 0.372131 2.289802 0.17 0.20 1.43
H 1.387539 -0.383412 1.043031 -1.09 0.12 0.28
H -0.846912 0.857292 -1.559276 1.23 -0.95 3.08
H 1.663097 0.052002 -1.332867 1.03 0.43 -0.27
H 1.367186 -2.158802 -1.799816 0.82 -1.17 0.17

=====

14
Properties=species:S:1:pos:R:3:forces:R:3 method="wB97M-V/def2-TZVPD" homo_energy_ev="-14.092 / -14.590" charge=+1 orbital_gap_ev="11.0 / 6.1" energy_ha=-374.13405 multiplicity=3 de_lowest_kj_mol=357.3
C 0.377365 -0.879271 -0.386866 -0.66 2.27 0.32
C 0.450151 1.265722 1.074631 0.87 0.67 -0.75
N -0.527400 -1.595886 -0.845861 2.51 -2.65 0.50
N -2.089937 0.425734 -1.152623 1.31 -4.03 -4.77
N 1.611430 -1.206091 0.120551 -1.91 -2.62 0.50
N 0.016562 0.526156 -0.093212 0.10 -1.79 -0.66
O -1.249682 0.923754 -0.335790 -0.72 4.49 3.71
H -0.027056 0.833955 1.950299 -0.06 -0.01 0.21
H 1.507919 1.078993 1.045568 0.48 0.12 0.73
H 0.272034 2.369374 0.997126 -0.20 -1.12 -0.20
H -1.412139 -1.428396 -1.227691 -1.20 0.98 -0.26
H -2.982706 0.772151 -1.027513 -2.12 1.79 1.39
H 1.622370 -2.248695 0.151357 0.45 1.09 0.00
H 2.431088 -0.837501 -0.269976 1.15 0.81 -0.72

=====

15
Properties=species:S:1:pos:R:3:forces:R:3 method="wB97M-V/def2-TZVPD" homo_energy_ev="-13.621 / -13.620" charge=+1 orbital_gap_ev="8.8 / 8.8" energy_ha=-449.43221 de_lowest_kj_mol=615.0
C 0.942323 -0.022868 0.771666 2.58 0.54 0.53
C -0.846107 -0.788362 -0.122397 -1.88 -0.27 -0.78
N 0.412594 0.594070 1.777453 -0.51 -0.41 0.75
N 1.562332 0.977384 -0.075432 -0.30 -0.05 -0.20
N -0.393247 -1.612080 -1.057152 0.17 0.00 -0.23
N -1.460342 0.338466 -0.475006 -0.09 0.18 -0.12
O 0.528342 1.802229 1.888619 -0.42 0.42 0.04
O 1.767824 2.048370 0.604344 0.31 -0.29 -0.51
H 1.306729 -1.029643 0.846486 -0.10 -0.14 0.11
H -1.107909 -1.212365 0.840186 0.20 0.08 -0.06
H -0.096493 -2.548015 -0.833934 0.02 0.03 0.05
H -0.300360 -1.316033 -2.018569 -0.02 -0.10 0.06
H 1.018511 1.141017 -0.940306 0.04 0.23 0.26
H -1.912617 0.924948 0.210606 0.09 -0.09 0.05
H -1.421580 0.702881 -1.416562 -0.10 -0.13 0.06

=====

15
Properties=species:S:1:pos:R:3:forces:R:3 method="wB97M-V/def2-TZVPD" homo_energy_ev=-12.638 smiles="NN(C=[NH2+])NC(=S)S" charge=+1 orbital_gap_ev=7.9 energy_ha=-1095.44417 de_lowest_kj_mol=156.2
N -0.471859 -0.400525 -1.664638 -0.91 1.71 1.08
N -0.559831 0.003755 -0.332745 4.71 0.05 0.49
C -1.628116 0.135610 0.368835 -1.27 -1.93 -3.60
N -1.756782 0.614772 1.529805 0.37 1.89 2.92
N 0.931706 0.554033 0.369395 -5.18 1.04 0.10
C 2.018470 -0.068643 -0.075127 2.28 0.69 -1.08
S 3.243774 0.967485 -0.519150 -0.30 -0.78 0.18
S 2.305281 -1.760197 -0.148824 -1.29 -1.36 0.68
H 0.000010 0.411714 -2.064324 -0.04 -0.84 -0.93
H -0.030792 -1.296993 -1.814717 0.40 0.03 0.28
H -2.493442 -0.277396 -0.186948 0.20 0.49 0.58
H -2.685345 0.808923 1.871195 0.01 -0.17 0.19
H -0.977270 1.101405 1.990979 -0.47 -0.54 -0.17
H 0.930682 1.596858 0.186192 0.19 -1.57 0.00
H 1.173514 -2.390800 0.490079 1.30 1.28 -0.73

=====

14
Properties=species:S:1:pos:R:3:forces:R:3 method="wB97M-V/def2-TZVPD" homo_energy_ev=-8.197 charge=0 orbital_gap_ev=9.1 energy_ha=-354.00384 de_lowest_kj_mol=492.4
N 1.098713 0.463175 0.229790 -0.32 0.16 0.24
C -0.899617 0.414167 0.261866 0.14 0.46 -0.02
N 1.809521 0.206935 -0.871631 -0.44 -0.26 -0.05
N -1.389365 -0.212519 -0.830366 0.12 -0.02 0.11
C -1.394732 1.277645 1.126729 0.23 -0.12 -0.18
N 0.625968 -0.630030 0.834347 0.27 -0.99 -0.17
N 0.866627 -1.759542 0.239999 -0.01 0.69 0.16
H 2.031601 -0.778060 -1.017946 -0.01 0.20 0.00
H 2.427495 0.949947 -1.152932 -0.10 -0.10 0.10
H -1.563535 0.382214 -1.628366 0.20 -0.19 -0.01
H -0.922856 -1.099561 -1.025698 -0.05 0.10 -0.10
H 0.517707 -2.480906 0.868690 -0.08 0.14 -0.03
H -0.774420 1.691180 1.906716 0.06 0.11 -0.11
H -2.433108 1.575355 1.058803 -0.03 -0.18 0.07

=====

14
Properties=species:S:1:pos:R:3:forces:R:3 method="wB97M-V/def2-TZVPD" homo_energy_ev=-8.678 charge=0 orbital_gap_ev=9.0 energy_ha=-354.01708 de_lowest_kj_mol=457.6
H 2.352856 1.749429 -0.109142 -1.53 -0.37 -1.28
N 1.484348 1.356179 -0.613739 1.17 -1.67 2.83
C 1.455769 0.103113 -0.213259 -1.47 1.45 -3.37
N 2.562733 -0.626227 0.126921 -1.96 -4.53 3.38
N 0.222983 -0.685606 -0.629106 2.66 -2.66 1.25
C -1.001085 -0.202542 -0.283862 -2.70 3.55 -0.86
N -2.191082 -0.603086 -0.717992 0.43 1.21 3.89
N -3.372520 0.366765 0.047855 1.52 1.00 3.40
H 3.453231 -0.246347 0.276461 0.94 1.34 -0.21
H 2.433643 -1.403361 0.932727 0.05 2.30 -2.68
H 0.298532 -1.777310 -0.621240 0.06 2.90 -0.21
H -0.843198 0.913547 0.101899 -0.61 -2.31 -0.11
H -4.111133 -0.014463 0.969232 3.28 0.01 -3.63
H -2.745077 1.069907 0.733240 -1.83 -2.21 -2.41

=====

15
Properties=species:S:1:pos:R:3:forces:R:3 method="wB97M-V/def2-TZVPD" homo_energy_ev=-9.108 charge=0 orbital_gap_ev=8.9 energy_ha=-429.13891 de_lowest_kj_mol=747.1
C 1.017011 -0.525458 -0.838485 -0.16 -1.95 2.58
C -1.191110 0.203048 -0.280788 0.80 -2.69 -2.38
H 1.039481 2.256955 -0.113927 -0.64 -2.70 -4.57
H 1.364884 2.178468 -2.033721 0.06 0.85 0.20
H 1.526307 -1.517029 -0.873152 -0.59 0.67 -0.20
H 0.890959 -0.037852 2.177875 -1.71 -2.18 -2.07
H 0.861984 -1.743012 1.752884 -1.65 2.38 -1.32
H -1.008340 0.395677 -1.439007 -0.44 0.39 2.98
H -1.860223 -1.253585 1.664890 -1.05 1.52 -1.46
N 0.776241 1.665123 -1.396776 1.31 0.94 2.40
N 1.313486 0.339475 -1.692877 -0.15 2.25 1.20
N 0.072050 -0.392025 0.278196 -0.61 1.41 -2.98
N 0.307464 -0.799543 1.576650 2.56 0.08 3.17
N -2.435485 0.008199 -0.056136 1.41 -1.52 3.57
O -2.674709 -0.778441 1.274375 0.85 0.55 -1.14